Molecular formula: C24H39AgGeN4O2SeSi
Method: DFT, ωB97M-V/def2-TZVPD

As for the frontier orbital gap: 7.48 eV. The total energy comes out at -6222.285271 a.u. The largest force on an atom is 2.20 eV/Å.

Last column: Mulliken charge in e.
Atoms and positions in Å:
Ag (-12.4936, 12.6574, 7.1036)  1.097
C (-10.1553, 13.4397, 4.4449)  -1.068
Si (-10.3377, 11.6298, 4.8922)  0.063
C (-11.7828, 10.9315, 3.8671)  -0.969
C (-8.8885, 10.6321, 4.1430)  -1.427
N (-10.5487, 11.5472, 6.5990)  0.222
C (-10.1866, 10.4709, 7.4053)  0.475
C (-9.6624, 9.2612, 6.8826)  -0.807
C (-9.1504, 8.2924, 7.7160)  -0.630
C (-9.2059, 8.3989, 9.1093)  -0.799
C (-9.8022, 9.5090, 9.6487)  -0.029
C (-10.2966, 10.5138, 8.8349)  -0.355
O (-11.0053, 11.5407, 9.4508)  -0.357
C (-12.3284, 11.4257, 9.5263)  -0.625
C (-13.0028, 12.4892, 10.1375)  0.196
C (-14.3520, 12.5907, 10.2200)  -0.363
C (-15.1171, 11.5135, 9.7572)  -0.791
C (-14.4525, 10.4206, 9.2259)  -0.502
C (-13.0803, 10.3180, 9.0870)  0.392
H (-10.0678, 13.5854, 3.3525)  0.394
H (-9.3200, 13.9767, 4.9059)  0.333
H (-11.0448, 13.9838, 4.7144)  0.254
H (-11.5631, 11.0485, 2.8038)  0.353
H (-12.7515, 11.3801, 4.0307)  0.124
H (-11.8728, 9.8870, 4.0903)  0.332
H (-8.8502, 11.0684, 3.0975)  0.296
H (-9.0581, 9.5671, 3.9191)  0.432
H (-7.9374, 10.8145, 4.5993)  0.437
H (-9.5900, 9.2144, 5.7935)  0.253
H (-8.6103, 7.4770, 7.2556)  0.390
H (-8.8536, 7.6050, 9.7249)  0.421
H (-9.9664, 9.6083, 10.7470)  0.356
H (-12.4211, 13.2887, 10.5928)  0.336
H (-14.7889, 13.4747, 10.6713)  0.369
H (-16.1526, 11.5454, 9.8391)  0.478
H (-15.0994, 9.5685, 8.9075)  0.300
H (-12.6260, 9.4072, 8.6585)  0.387
C (-8.9204, 16.2971, 9.4654)  -1.133
N (-10.2421, 15.7803, 9.2391)  0.042
C (-11.4027, 16.6684, 9.3348)  -0.572
C (-12.4525, 15.8967, 8.5042)  0.078
O (-13.6376, 16.1720, 8.3854)  -0.709
N (-11.8488, 14.7919, 7.9302)  0.189
C (-10.5851, 14.8242, 8.3513)  0.219
N (-9.7593, 13.8968, 7.9419)  0.148
H (-8.9246, 17.0194, 10.2993)  0.371
H (-8.4666, 16.7450, 8.5896)  0.344
H (-8.2928, 15.4807, 9.7728)  0.375
H (-11.2852, 17.6822, 8.9233)  0.324
H (-11.6771, 16.7485, 10.3677)  0.335
H (-10.0544, 13.1459, 7.2990)  -0.059
H (-8.8085, 13.9612, 8.2045)  0.210
C (-17.7721, 13.4565, 3.9220)  -1.244
Ge (-16.8713, 14.8852, 4.8653)  0.603
C (-17.8429, 15.3692, 6.4470)  -1.191
C (-16.6746, 16.4576, 3.7208)  -1.176
C (-15.0679, 14.3137, 5.4050)  -0.996
Se (-15.0402, 13.0022, 6.8879)  -0.156
C (-15.6808, 11.4271, 5.9027)  -1.159
H (-18.5991, 13.8777, 3.3003)  0.357
H (-18.1678, 12.7096, 4.5687)  0.387
H (-17.0482, 12.9219, 3.2961)  0.384
H (-18.7802, 15.8752, 6.1208)  0.369
H (-17.2336, 16.0042, 7.0920)  0.355
H (-18.1693, 14.5273, 7.0060)  0.407
H (-17.6770, 16.8929, 3.7436)  0.366
H (-16.3098, 16.2438, 2.7004)  0.355
H (-15.9781, 17.1778, 4.2088)  0.355
H (-14.5113, 15.1357, 5.8911)  0.275
H (-14.4743, 13.9475, 4.5509)  0.436
H (-15.6020, 11.6360, 4.8422)  0.380
H (-16.6622, 11.1257, 6.1888)  0.362
H (-15.0011, 10.6467, 6.1403)  0.399